Record 1
DFT (ωB97M-V with the def2-TZVPD basis set) results for a molecular structure, C56H46CaCl2N6P2S3Te at a distorted geometry.

```
! RIJCOSX wB97M-V def2-TZVPD def2/J DEFGRID3
* xyz -2 1
Te 3.69 -3.18 1.01
C 0.15 -4.00 -0.35
C -5.59 3.87 2.40
C -3.10 -1.15 -4.04
H 1.25 5.88 0.27
S -0.63 0.76 2.77
C 4.55 -0.36 -4.65
C 0.15 6.18 2.18
H -1.44 0.11 -3.70
C -0.80 4.08 2.99
C 5.22 1.86 2.43
C -3.58 -1.00 0.07
Ca -0.55 0.40 -0.02
H -1.17 -3.13 -1.74
H -5.63 1.74 2.36
C -3.49 4.05 -1.97
C -4.23 -1.87 -2.11
C 0.49 -2.91 2.26
N -2.79 -0.29 0.94
H -1.78 -2.15 5.10
N -2.21 -0.48 -1.86
C -3.30 -1.13 -1.26
C -0.78 -5.15 -2.26
N -3.12 -0.36 2.20
C -3.87 4.91 1.08
H 3.88 -2.44 -4.86
H -1.49 -4.91 4.28
H 3.52 1.62 3.84
C 3.16 0.67 1.93
H 2.16 0.38 2.20
C 0.86 -5.19 -0.03
C -4.12 5.64 -3.64
C 7.02 -3.36 -1.86
H 3.46 -4.71 -1.74
H -4.50 -1.46 0.40
H -5.48 2.58 -4.32
C -0.09 -6.30 -1.92
C 0.59 4.10 1.06
Cl -1.89 3.40 4.15
H -0.10 -7.17 -2.61
H -4.37 2.08 -2.16
H -4.99 -2.51 -1.59
C -5.14 2.61 1.97
H -4.10 6.66 -4.03
H 1.33 -5.25 0.95
H 2.13 -1.74 2.91
Cl 1.47 3.33 -0.19
C 0.76 5.42 1.19
H -2.95 -1.02 -5.09
C -0.55 -3.78 2.67
H 6.79 1.73 0.97
H 1.42 -7.20 -0.55
C -4.85 4.67 -4.30
C 0.77 -6.31 -0.81
H 4.94 -5.01 -3.72
H -6.41 3.96 3.12
H -2.39 1.53 -1.33
H -4.81 -2.46 -4.05
P 2.46 -0.48 -0.43
N -1.70 2.27 -1.09
C 3.96 0.72 -2.55
H 5.00 -0.24 -5.62
C -1.62 -1.15 5.52
H 5.42 0.26 -0.54
H -2.61 5.99 -2.09
C -0.20 3.30 1.96
H -1.57 -5.20 -3.04
C 1.24 -2.86 4.57
C 3.90 1.38 2.84
H -0.58 -0.86 5.28
S -2.75 0.05 4.80
C -4.99 5.03 1.90
C -0.62 -4.02 -1.48
S -2.29 3.65 -0.65
H 1.89 -2.49 5.35
C 4.99 0.63 0.40
H 5.80 2.38 3.15
H 6.63 -2.42 0.09
C 3.70 0.30 0.70
C 3.38 -0.44 -2.10
C -2.23 -0.49 -3.21
H 3.89 1.69 -2.02
H 0.23 7.25 2.23
H 4.99 1.61 -4.16
C 4.62 0.69 -3.82
C 1.38 -2.47 3.23
C 4.94 -3.53 -0.67
P 0.53 -2.42 0.49
H -1.31 6.02 3.73
C -3.50 3.63 0.64
H -5.24 5.97 2.33
C -4.17 2.47 0.98
H -5.25 4.85 -5.28
C -2.27 0.15 3.09
H -3.87 1.51 0.57
C -4.91 3.37 -3.80
H 8.07 -3.03 -1.89
C -0.65 5.49 3.05
H -1.39 -3.99 1.96
N 6.57 -4.06 -2.93
H -1.81 -1.18 6.60
C -0.65 -4.22 3.97
C 3.36 -1.56 -2.99
C -3.37 5.33 -2.51
N -0.27 2.00 1.70
C -4.32 3.07 -2.57
H 0.04 -3.96 5.96
C 6.26 -3.00 -0.73
C 5.74 1.45 1.25
H -3.16 5.73 0.84
C -4.13 -1.91 -3.42
C 3.95 -1.57 -4.24
C 4.49 -4.28 -1.76
C 5.29 -4.44 -2.87
H 2.76 -2.37 -2.59
C 2.22 -2.15 0.04
C 0.24 -3.72 4.92
*
```

As for the frontier orbital gap: 0.143 Eh. For the electronic energy, the calculation gives -6233.34227 a.u. The value obtained for the molar mass is 1199.76 g/mol. For the HOMO energy, the calculation gives -0.169 eV. Its energy relative to the best compared isomer or geometry (same formula, charge and spin) is 0.0 kcal per mole.



Record 2
DFT (ωB97M-V with the def2-TZVPD basis set) results for a molecular structure, C56H46GeP2ReSi.

```
! RIJCOSX wB97M-V def2-TZVPD def2/J DEFGRID3
* xyz 3 1
H -4.29 -1.82 -4.55
C 2.16 3.80 1.52
C 1.67 -5.24 1.08
H -5.72 1.90 1.15
H 0.30 0.54 -3.57
H 5.02 0.46 4.67
C -0.32 1.41 -3.73
Ge 2.28 3.00 -1.30
C 2.61 4.46 2.66
C 3.61 2.18 -2.44
C 3.46 2.18 -3.83
C -3.73 -1.84 -3.63
H -0.21 4.30 -0.32
H 6.81 1.06 -2.27
C 4.82 1.75 -1.89
H -3.18 0.23 -3.77
C -0.50 6.45 -2.90
C 2.72 -1.39 -1.12
H 5.68 5.35 1.57
P 1.75 -1.23 0.37
H -2.72 3.29 -2.20
C -3.62 -3.02 -2.90
C 4.09 -1.63 -1.03
C 1.34 4.95 -3.26
C 4.50 1.78 -4.65
C -2.02 2.96 -2.96
H -1.61 6.16 -1.09
C 1.06 4.29 -2.07
C 3.76 -1.10 3.94
C -0.01 4.75 -1.29
H -2.78 -0.19 1.67
H 2.19 4.66 -3.86
H -4.54 0.88 -0.77
C -3.99 1.45 -0.03
C -4.65 2.01 1.06
C 4.79 -1.98 -2.18
C 4.24 4.25 0.42
Si -1.34 -1.82 0.34
H -4.47 3.13 2.88
C -0.17 -3.18 0.75
H 4.89 4.20 -0.45
C -2.56 2.83 1.95
H 1.97 4.54 3.53
H 0.98 -1.34 -2.39
H 4.96 1.76 -0.81
H 6.53 1.10 -4.73
C -2.39 -0.70 -1.99
H 4.60 -1.55 -0.09
C 5.86 1.37 -2.71
C 5.71 1.39 -4.09
H 2.38 -6.04 1.20
H 5.85 -2.18 -2.12
H 0.82 6.54 -4.59
C 0.30 -5.50 1.20
H 4.68 -2.36 -4.28
H 3.25 1.17 0.86
H -0.04 -6.50 1.42
H -1.67 -4.70 1.10
C -2.19 -1.09 1.84
C 2.77 -1.82 -3.48
C 2.12 -3.96 0.82
C -0.22 2.12 -4.91
H -2.51 4.55 -4.31
C -2.89 -3.05 -1.72
C -3.11 -0.68 -3.18
C -1.02 3.24 -5.12
Re 0.01 0.49 0.41
C -0.61 -4.48 1.03
H 2.26 -1.91 -4.43
H 4.23 5.53 3.55
C 2.97 3.70 0.39
H 2.46 -2.50 2.98
C 1.19 -2.92 0.68
C -1.23 1.83 -2.76
P -1.57 0.77 -1.36
H -4.08 -3.92 -3.26
H 4.39 1.81 -5.72
C -1.90 3.67 -4.15
H -0.83 2.55 0.72
H 2.53 2.50 -4.27
C 3.88 5.01 2.67
C -0.79 5.81 -1.71
C 0.57 6.02 -3.67
H -0.94 3.78 -6.06
C 2.94 -1.54 2.90
C 4.19 0.96 2.76
C -2.27 -1.89 -1.25
C 3.37 0.53 1.73
H -2.90 -1.88 2.11
H -1.09 7.30 -3.22
C 4.38 0.14 3.86
H 1.16 3.38 1.52
H -1.54 -0.96 2.71
H 3.91 -1.73 4.80
C -2.61 1.60 -0.14
C 4.70 4.91 1.56
C -3.94 2.69 2.04
H 4.67 1.92 2.70
H -2.02 3.38 2.71
H -2.80 -3.98 -1.18
C 2.06 -1.49 -2.34
C 4.13 -2.08 -3.40
C 2.75 -0.72 1.78
H 0.46 1.79 -5.68
H 3.18 -3.77 0.72
C -1.90 2.31 0.85
C 1.02 1.47 -0.59
*
```

As for the frontier orbital gap: 0.217 Eh. For the electronic energy, the calculation gives -5288.03011 a.u. The value obtained for the molar mass is 1067.84 g/mol. For the HOMO energy, the calculation gives -15.725 eV.



Record 3
DFT (ωB97M-V with the def2-TZVPD basis set) results for 8 unconnected molecules or ions with the total composition C56H48Cl2NO29 at a distorted geometry.

```
! RIJCOSX wB97M-V def2-TZVPD def2/J DEFGRID3
* xyz 0 2
Cl -5.18 -1.06 0.95
C 8.00 1.02 -2.01
H 12.29 1.80 -3.36
C 15.11 2.58 -7.41
H -7.32 -5.03 2.65
C -4.40 -3.58 2.20
C 14.58 2.04 -6.32
H -8.69 -0.93 5.24
C -5.39 4.43 1.48
C -9.37 -4.05 2.83
C 10.12 2.14 -2.49
O 10.81 3.15 -2.49
C -0.88 10.13 -2.26
C -2.92 3.40 0.44
C -0.93 9.97 0.18
C 0.88 0.57 -1.40
O -3.19 -4.57 7.49
H -7.77 -3.96 1.17
C 0.51 -4.62 -2.99
H 1.66 -5.62 -6.64
C 10.68 0.86 -3.00
H -4.81 0.92 0.06
H 1.25 -7.03 4.42
O -0.40 10.60 -3.28
O 2.73 -3.37 -5.78
O -0.48 10.33 1.44
O 14.63 1.91 -3.95
C -6.47 -3.11 5.85
H -2.12 -3.73 2.20
C 1.38 -5.31 -5.64
H -6.47 -3.62 6.93
H -6.35 4.75 1.86
C -5.50 -2.55 2.07
O -3.91 1.30 -0.04
O 1.46 -6.90 5.37
C 0.44 -6.17 -4.90
Cl -4.57 -5.12 3.28
O 1.93 -2.75 -3.23
C 0.03 -5.74 -3.54
C -0.81 -6.04 5.03
O 7.90 -1.29 -2.46
H -1.07 -7.29 -3.47
C 0.98 1.97 -0.91
H 13.78 1.32 -6.36
H -9.77 -5.07 0.71
C 0.34 -6.32 5.93
O -10.65 -2.69 1.35
C -6.64 -2.67 4.50
C -10.30 -0.29 2.33
O 4.33 -0.12 -1.96
H 6.39 0.08 -1.67
C -10.07 -5.22 1.86
H 15.18 2.77 -9.30
O -2.06 5.54 0.94
C -9.48 -1.54 3.08
C -2.95 -3.49 1.38
N -10.17 -2.80 2.60
O -2.46 8.81 -3.60
C -2.52 8.60 -1.24
H -7.45 -0.46 3.20
H -1.96 3.07 0.07
C -7.92 -1.37 2.60
H 0.40 11.25 -0.87
C -2.02 -5.44 5.62
C 16.70 3.95 -6.00
O 14.64 2.24 -8.67
C 8.72 2.14 -2.01
H -7.97 -1.05 1.45
H 16.08 3.24 -3.01
H -1.00 0.70 -1.19
C 0.30 -6.01 7.23
C 3.40 1.88 -1.12
C -9.50 -4.67 4.37
O 11.98 0.87 -3.47
H -1.02 9.80 2.07
O -0.38 0.00 -1.50
O 4.66 2.43 -1.00
O 6.69 1.01 -1.57
H 2.93 -2.63 -5.17
O -6.27 2.31 0.91
O -0.74 -6.32 3.84
H 1.92 -1.14 -2.11
H 5.29 1.74 -1.31
C -0.89 -5.38 7.81
C -0.40 10.51 -0.92
C -3.01 4.77 0.95
H 8.32 3.08 -1.66
H -3.50 6.89 1.87
C -4.33 5.23 1.48
H 2.37 3.58 -0.40
C 3.31 0.49 -1.64
C -7.80 -3.99 2.36
H 0.22 -4.30 -2.00
C 9.96 -0.26 -2.99
H -10.67 -4.88 4.54
C 8.58 -0.27 -2.49
H -9.97 -0.18 1.19
C 16.17 3.41 -4.90
C -2.02 8.96 0.09
H -1.92 9.33 -4.22
H -2.86 -5.26 4.96
C -9.71 -1.25 4.71
H -8.98 -5.74 4.32
O 0.00 -7.21 -5.38
C 1.97 -0.12 -1.75
O -0.87 -6.54 -2.86
C -2.06 -5.13 6.92
C 2.31 2.57 -0.78
C -6.96 -2.68 2.87
H 1.14 -6.20 7.89
H 17.50 4.69 -5.95
H -3.32 7.88 -1.29
O -4.40 6.52 1.98
H -2.70 -2.42 0.98
H -10.43 -0.31 4.85
H -9.95 0.71 2.86
O -2.47 8.47 1.12
C 16.22 3.57 -7.33
O 16.70 4.04 -8.36
C 15.08 2.40 -4.98
C -1.99 9.14 -2.34
O -0.05 2.58 -0.62
H -2.86 -4.35 0.58
H -11.46 -0.38 2.46
C -5.31 3.06 0.94
H -9.71 -6.29 2.17
H 10.36 -1.20 -3.36
C 1.85 -4.19 -5.09
O 16.62 3.77 -3.64
H -2.97 -4.44 8.44
C 1.46 -3.78 -3.72
C -3.99 2.59 0.44
H -9.05 -3.97 5.19
O -0.96 -5.08 9.00
H -10.23 -2.13 5.26
H -11.24 -5.16 1.98
*
```

As for the frontier orbital gap (spin up / spin down): 0.256 / 0.269 Eh. For the electronic energy, the calculation gives -5319.28869 a.u. The value obtained for the molar mass is 1269.88 g/mol. For the HOMO energy (spin up / spin down), the calculation gives -8.852 / -9.221 eV. The expectation value of S² is 0.755.



Record 4
DFT (ωB97M-V with the def2-TZVPD basis set) results for a molecular structure, C56H48Cl2NO2P3PrS4 at a distorted geometry.

```
! RIJCOSX wB97M-V def2-TZVPD def2/J DEFGRID3
* xyz -1 3
H -3.08 -0.24 -8.95
H 5.49 0.46 1.17
H -4.78 -5.18 2.23
C 0.17 -0.15 -3.88
C -3.31 -2.14 5.50
H 0.07 -0.80 -4.75
C -2.23 1.21 -2.75
S -0.25 2.64 0.23
H 3.27 0.27 0.08
H 0.10 4.41 -2.94
H 0.24 1.17 -6.46
C -2.96 2.33 -2.39
C 1.63 -2.35 3.52
C 2.08 3.48 -2.83
C -3.52 0.51 -6.98
S -1.71 -1.13 -1.01
C -0.82 0.96 -6.66
C 3.28 2.40 -0.54
C -2.94 -6.32 2.65
H 3.00 -6.01 -1.16
H -3.41 -1.12 8.79
S -3.74 0.49 2.32
P 1.76 2.28 -1.52
H 5.32 -4.48 -2.45
C -2.03 -1.63 5.20
H 0.12 -4.86 3.29
C -1.25 5.06 1.20
H 6.76 2.60 1.16
C 0.51 -2.50 4.38
H 4.97 -4.59 -0.73
N 2.06 -3.19 -2.32
H -6.07 0.95 -2.23
H 0.72 6.05 -4.73
C 3.32 3.45 -3.46
C 3.62 4.37 -4.46
C -3.74 -1.97 6.82
H 1.95 1.19 -4.27
C -4.08 -0.10 -1.70
C 3.90 3.66 -0.39
S -5.15 0.91 0.88
Cl 0.51 2.07 3.38
H 2.80 5.89 -5.90
C -3.71 -5.17 2.48
C -3.04 -1.23 7.77
H -1.00 -7.13 2.89
H -4.63 -2.44 7.14
P -0.89 1.36 -3.98
C 0.68 -3.21 5.55
O 0.65 -1.07 1.72
C -3.07 0.93 -5.75
H -2.71 -0.81 -3.15
H 4.09 2.70 -3.25
Pr -1.16 0.32 1.39
H 3.33 -5.91 -2.95
C 1.43 5.26 -4.39
H -3.76 1.09 -4.95
C -0.57 3.84 1.49
H -1.53 0.22 8.02
H 2.10 -3.99 6.99
C 3.42 -5.41 -1.96
C -4.34 1.01 -0.69
H 3.08 0.36 -2.16
C -1.88 -0.57 7.36
C 1.62 0.30 -3.65
C -0.84 4.30 3.88
H 5.56 -6.03 -1.69
C 4.90 -5.13 -1.71
H -2.06 6.85 1.99
C 1.94 -3.60 5.98
C -1.57 -6.20 2.92
H 3.75 -2.67 3.25
P -1.19 -2.23 3.72
C 5.19 3.68 0.21
C 3.05 -3.39 5.16
C 2.65 -4.16 -2.10
C -1.82 -3.80 3.12
C 1.09 4.38 -3.34
Cl -1.65 5.51 -0.39
C -2.67 -0.17 -2.26
H -3.78 -3.01 2.45
C 1.99 0.58 -2.18
C 5.75 2.54 0.75
C -1.64 5.87 2.24
H 2.33 -0.50 -3.96
C 5.04 1.35 0.72
C -1.33 -0.78 6.12
H -0.16 -3.41 6.17
H -3.35 -7.30 2.42
C 2.90 -2.79 3.94
C -0.97 -4.98 3.09
C 1.62 -1.85 2.07
O 2.54 -2.21 1.32
C -4.97 1.03 -2.03
H -0.34 -0.43 5.85
C -4.23 2.26 -1.69
C -3.12 -3.89 2.64
C 2.68 5.25 -5.00
H -4.45 -1.07 -1.39
C -1.26 0.52 -7.88
C -1.70 1.14 -5.57
H -4.80 3.18 -1.48
H -4.61 0.45 -7.14
C -0.34 3.52 2.84
H -2.48 3.23 -2.74
H 4.67 4.37 -4.77
H -0.18 -0.78 -3.06
C -2.66 0.22 -8.04
C -1.53 5.48 3.57
H -1.99 6.08 4.36
H 4.04 -3.77 5.44
H -3.84 -2.72 4.74
H 3.39 4.55 -0.75
H 1.53 -0.19 -1.55
H -0.61 0.38 -8.73
C 3.78 1.23 0.10
H 5.74 4.63 0.27
H -0.70 4.01 4.91
*
```

As for the frontier orbital gap (spin up / spin down): 0.217 / 0.217 Eh. For the electronic energy, the calculation gives -6422.22373 a.u. The value obtained for the molar mass is 1200.01 g/mol. For the HOMO energy (spin up / spin down), the calculation gives -3.651 / -3.647 eV. Its energy relative to the best compared isomer or geometry (same formula, charge and spin) is 150.0 kcal per mole. The expectation value of S² is 2.003.